2 unconnected molecules or ions with the total composition C14H16O at a distorted geometry. Source: the OMol25 dataset; level of theory: ωB97M-V with the def2-TZVPD basis set.

Relative energy (zero: lowest compared OMol25 entry of this formula, charge and spin) (kcal/mol): 29.2
Structure (SMILES): Cc1ccc(O)cc1.Cc1ccccc1
HOMO energy (eV): -8.28

```
31
Properties=species:S:1:pos:R:3:forces:R:3:nbo_charge:R:1
C -3.329 0.510 -1.530 0.902 0.946 0.557 -0.306
H 4.869 -1.684 -0.592 0.155 0.326 0.422 0.222
C 2.893 -1.423 0.388 0.191 0.015 1.043 -0.008
H -0.048 0.140 -1.509 0.482 0.706 0.074 0.221
C -2.061 -0.017 -1.640 -0.338 -0.521 0.272 0.302
H -2.670 -1.750 -2.182 0.584 0.164 0.080 0.479
C 1.529 -1.147 0.173 0.703 -1.926 -0.414 -0.222
C -2.292 2.490 -0.483 1.426 -0.124 0.548 -0.044
H 2.548 -2.571 3.635 0.861 -0.328 -0.304 0.218
H 0.307 -2.461 3.012 0.038 0.296 0.226 0.205
H -2.003 3.407 1.435 -0.726 -0.020 -0.321 0.220
C 0.594 -1.533 1.132 0.883 -0.366 -0.548 -0.197
C -0.924 0.740 -1.309 -0.151 -1.603 -0.419 -0.262
C 1.047 -2.045 2.336 -0.829 -0.251 0.078 -0.225
C 2.387 -2.245 2.614 -0.676 0.552 -0.059 -0.208
H -0.099 2.563 -0.606 0.083 -0.079 0.676 0.218
H -1.833 4.512 0.135 -0.287 0.140 -0.243 0.213
C -2.442 3.661 0.449 0.510 -0.023 -0.207 -0.623
H 3.966 -0.068 -0.829 0.775 -0.302 0.305 0.225
C -3.368 1.789 -0.963 -1.114 -0.091 0.219 -0.192
O -1.814 -1.333 -1.973 -0.636 0.057 -0.348 -0.680
H -0.432 -1.676 0.850 -0.439 0.483 0.028 0.219
H 4.372 -2.186 1.722 -0.349 0.125 0.184 0.206
H -4.296 0.049 -1.667 0.247 -0.528 -0.444 0.219
C -0.987 1.954 -0.692 -1.349 0.363 -1.224 -0.185
C 3.307 -1.958 1.612 0.485 0.134 0.122 -0.214
H 1.256 -1.152 -0.883 -0.236 0.840 0.285 0.204
C 3.925 -1.157 -0.670 -1.523 0.481 -1.138 -0.637
H -3.498 3.914 0.481 0.075 0.350 0.464 0.215
H -4.381 2.154 -0.829 0.132 0.415 0.250 0.202
H 3.478 -1.476 -1.617 0.121 -0.233 -0.165 0.213
```
Forces are in eV/Å.

2 unconnected molecules or ions with the total composition C14H16O at a distorted geometry. Source: the OMol25 dataset; level of theory: ωB97M-V with the def2-TZVPD basis set.

Relative energy (zero: lowest compared OMol25 entry of this formula, charge and spin) (kcal/mol): 69.9
Structure (SMILES): Cc1ccc(O)cc1.Cc1ccccc1
HOMO energy (eV): -8.32

```
31
Properties=species:S:1:pos:R:3:forces:R:3:nbo_charge:R:1
H -3.858 2.013 1.299 0.075 0.046 -0.636 0.219
C -0.183 -0.975 -2.794 -3.746 1.962 1.509 -0.621
C 1.029 -0.272 -2.249 -2.911 2.903 -0.265 -0.067
C 3.389 -0.240 -2.114 4.055 2.524 2.446 -0.273
O 4.326 1.386 -0.558 1.474 -1.188 -0.820 -0.663
H -1.157 -0.238 -2.505 2.463 -1.968 -1.111 0.200
H 4.340 -0.710 -2.270 0.274 -0.165 -0.059 0.226
H -0.271 -1.250 -3.841 0.524 0.557 -0.312 0.221
H 2.257 -1.791 -2.929 0.231 1.007 0.237 0.205
C -3.621 -0.414 2.512 0.662 2.134 -2.445 -0.218
H -1.775 -3.158 2.453 0.112 -0.758 -0.646 0.214
H -0.477 0.880 1.438 -1.728 -1.718 0.430 0.218
C 3.301 0.898 -1.304 -0.470 0.886 0.206 0.323
C -1.279 0.067 1.723 0.314 1.405 -1.592 -0.242
H -4.709 -0.093 2.626 1.832 -0.276 0.108 0.219
C -3.127 1.873 2.080 1.667 1.105 0.166 -0.633
C -2.575 0.492 2.080 -2.056 -0.913 1.536 -0.007
H 3.983 2.074 -0.009 -0.163 0.706 0.508 0.473
H -0.094 -1.815 1.256 -0.182 0.877 0.073 0.224
C 2.258 -0.773 -2.456 -2.090 -4.775 -2.388 -0.176
H -2.222 2.476 1.917 -0.757 0.860 0.042 0.208
H -4.103 -2.454 2.612 1.403 0.840 -0.313 0.199
H -3.681 2.158 2.990 0.685 -0.220 -0.079 0.220
C -1.030 -1.316 1.540 -0.813 -0.672 2.671 -0.192
H 2.145 2.326 -0.466 -0.434 2.890 1.758 0.187
C -2.006 -2.166 2.132 1.219 1.073 -1.663 -0.227
C 2.113 1.596 -1.161 -1.120 -3.812 -2.431 -0.305
C 0.919 1.048 -1.703 2.875 -1.583 0.246 -0.162
C -3.282 -1.694 2.350 -2.404 -3.777 2.293 -0.202
H 0.061 1.645 -1.634 -1.458 0.186 0.049 0.212
H -0.484 -1.894 -2.294 0.467 -0.138 0.482 0.220
```
Forces are in eV/Å.

2 unconnected molecules or ions with the total composition C14H16O. Source: the OMol25 dataset; level of theory: ωB97M-V with the def2-TZVPD basis set.

Relative energy (zero: lowest compared OMol25 entry of this formula, charge and spin) (kcal/mol): 3.7
Structure (SMILES): Cc1ccc(O)cc1.Cc1ccccc1
HOMO energy (eV): -8.34

```
31
Properties=species:S:1:pos:R:3:forces:R:3:nbo_charge:R:1
H 1.258 -0.773 1.928 -0.052 0.134 0.086 0.471
C -0.764 -4.360 -0.710 0.011 0.038 0.059 -0.199
C -0.359 5.024 0.967 0.097 -0.085 -0.177 -0.621
C 0.058 3.642 1.402 -0.174 0.162 0.003 -0.059
H 0.445 4.181 3.450 -0.145 0.109 -0.071 0.208
H -1.637 -1.791 -4.010 0.013 0.041 0.023 0.222
H 0.515 0.504 0.181 -0.075 -0.030 -0.042 0.205
H -1.129 -5.333 -0.408 -0.049 -0.001 -0.017 0.214
C 0.803 2.116 3.137 -0.183 0.305 -0.001 -0.292
C 0.473 1.313 0.898 0.088 0.047 0.131 -0.314
H 0.109 -1.460 -4.073 -0.117 0.128 -0.074 0.214
H 0.656 -0.956 -1.803 -0.129 -0.026 -0.024 0.207
C 0.217 -1.900 -1.492 0.321 0.150 0.212 -0.257
H 0.068 -3.917 1.221 -0.051 0.000 0.004 0.215
H -1.480 -4.565 -2.700 0.034 0.076 -0.164 0.210
C 0.093 2.583 0.500 -0.100 0.026 0.012 -0.177
C -0.464 -2.679 -2.416 -0.137 -0.155 -0.331 0.088
H 1.080 1.957 4.171 0.046 -0.153 -0.055 0.222
C -0.645 -2.210 -3.839 0.276 -0.146 0.115 -0.650
C 0.413 3.384 2.718 0.299 -0.237 0.154 -0.185
H -0.052 5.764 1.702 -0.025 0.078 0.007 0.214
C -0.096 -3.565 0.211 0.165 -0.053 0.091 -0.224
C 0.408 -2.337 -0.186 -0.333 -0.285 -0.379 -0.183
C -0.948 -3.921 -2.012 -0.045 0.005 0.296 -0.242
H -0.196 2.756 -0.532 0.071 -0.026 0.007 0.207
H 0.102 5.277 0.011 0.040 0.063 0.023 0.214
H -0.500 -3.036 -4.537 -0.094 0.008 0.023 0.217
O 1.224 -0.154 2.664 0.041 0.031 0.157 -0.683
H 0.960 -1.733 0.510 0.135 0.048 -0.015 0.169
H -1.438 5.111 0.822 -0.021 -0.075 0.108 0.217
C 0.826 1.079 2.224 0.092 -0.179 -0.163 0.374
```
Forces are in eV/Å.

2 unconnected molecules or ions with the total composition C14H16O2 at a distorted geometry. Source: the OMol25 dataset; level of theory: ωB97M-V with the def2-TZVPD basis set.

Relative energy (zero: lowest compared OMol25 entry of this formula, charge and spin) (kcal/mol): 28.3
Structure (SMILES): Cc1ccc(O)cc1.Cc1ccc(O)cc1
HOMO energy (eV): -8.32

```
32
Properties=species:S:1:pos:R:3:forces:R:3:nbo_charge:R:1
C 2.645 0.596 0.329 -0.446 -0.626 -0.873 -0.277
C -3.153 -0.527 -1.239 -0.426 -0.247 -0.219 -0.178
H -3.849 1.193 0.053 -0.928 -0.578 -0.214 0.239
H -2.021 -2.578 -3.350 -0.936 0.164 0.012 0.217
C 2.419 -0.712 0.748 -0.713 1.648 1.565 -0.198
C -2.315 1.657 -1.197 -0.293 1.979 0.193 0.300
H 1.091 -2.303 3.467 -0.109 0.084 -0.101 0.212
C 1.336 0.207 2.771 1.855 0.470 -0.670 -0.196
C 1.810 -2.219 2.653 0.181 -0.678 -0.384 -0.626
C 1.617 1.495 2.319 -1.234 0.334 -0.009 -0.254
C -2.014 -0.869 -1.963 0.350 -0.866 -0.330 -0.065
H -2.106 -3.096 -1.651 -0.534 0.332 0.151 0.217
H 2.771 -2.563 3.054 0.076 0.448 0.090 0.215
H 2.524 -1.605 0.168 0.593 -0.119 -0.406 0.218
H 1.598 -2.992 1.905 -0.326 0.137 0.024 0.209
C -1.047 0.048 -2.336 -0.197 0.939 1.081 -0.179
C 1.871 -0.840 2.031 -0.579 -1.799 0.572 -0.034
H -0.725 -2.503 -2.424 1.026 0.184 0.458 0.212
C -1.248 1.424 -2.039 -0.351 -2.085 -0.240 -0.293
H 0.948 -0.009 3.755 -0.327 0.202 -0.006 0.216
H 1.217 2.394 2.776 0.176 -0.129 0.340 0.223
H -0.085 -0.348 -2.634 -0.083 0.268 -0.723 0.209
H 3.037 2.952 -0.086 -0.148 -0.001 0.132 0.478
C -3.275 0.747 -0.744 1.538 0.506 -0.327 -0.262
C -1.774 -2.307 -2.322 0.560 -0.687 -0.813 -0.633
H -1.793 3.494 -0.721 0.001 -0.246 -0.159 0.479
H -3.911 -1.298 -1.164 0.017 0.075 0.624 0.214
C 2.231 1.678 1.100 0.769 -0.142 -0.219 0.287
O -2.586 2.947 -0.759 0.099 0.136 0.131 -0.698
H -0.659 2.202 -2.502 0.203 0.123 0.418 0.220
H 2.993 0.766 -0.685 0.200 0.150 0.027 0.203
O 2.453 2.967 0.683 -0.015 0.025 -0.121 -0.675
```
Forces are in eV/Å.

A single C14H16Si molecule at a distorted geometry. Source: the OMol25 dataset; level of theory: ωB97M-V with the def2-TZVPD basis set.

Relative energy (zero: lowest compared OMol25 entry of this formula, charge and spin) (kcal/mol): 87.7
Structure (SMILES): C=C[Si@@](C)(c1ccccc1)C1C=CC=C1
HOMO energy (eV): -8.25

```
31
Properties=species:S:1:pos:R:3:forces:R:3:nbo_charge:R:1
H -3.050 -4.027 1.355 -0.191 1.586 0.124 0.219
C 1.701 -0.166 -0.477 0.078 -2.436 0.680 -0.598
H 1.863 -1.141 0.173 -0.675 1.738 -0.802 0.237
C 1.653 -0.177 -2.813 1.437 -1.122 -1.277 -0.283
C 0.754 1.404 2.280 0.441 0.839 -1.141 -1.122
H -1.367 2.559 -2.629 0.071 0.655 1.038 0.190
C 0.967 -0.551 -1.745 -2.321 1.295 2.314 -0.202
H -2.954 0.157 0.031 -0.495 -0.686 0.215 0.215
C -0.980 1.881 -1.843 -1.436 1.350 -3.358 -0.316
C -2.549 -0.748 0.513 -0.178 2.757 -0.723 -0.192
C 3.151 0.016 -1.033 -2.329 1.962 1.464 -0.221
C -2.633 -2.979 1.307 -0.192 -1.866 -0.386 -0.205
C 3.018 0.047 -2.363 2.254 -0.670 -1.358 -0.237
H -0.131 -0.681 -1.607 0.982 -0.581 -0.718 0.206
C -3.265 -1.868 0.760 0.041 -0.988 0.431 -0.217
H 1.462 0.589 2.519 -0.622 0.183 0.176 0.252
H -0.860 3.132 -0.072 -0.333 -0.592 -1.186 0.231
H 1.452 2.329 2.168 -1.612 -1.305 0.362 0.254
H -0.089 1.486 3.007 1.040 0.207 -0.236 0.247
C -1.299 -2.899 1.572 1.146 0.977 0.380 -0.202
H 1.454 -0.298 -3.882 -0.401 0.238 0.502 0.217
H -4.289 -1.911 0.537 -1.270 -0.028 -0.444 0.214
H -0.864 1.006 -2.427 0.504 -1.395 0.618 0.206
H -0.747 -3.768 1.921 -0.102 0.081 -0.055 0.208
C -0.771 2.143 -0.595 1.323 0.520 3.466 -0.697
C -0.588 -1.678 1.381 -2.604 -3.123 0.025 -0.195
H 3.985 0.298 -0.388 -0.094 -0.529 -0.450 0.218
H 3.905 -0.061 -3.048 -1.036 0.683 0.588 0.209
Si -0.006 0.882 0.587 1.740 -1.504 -1.004 1.638
H 0.413 -1.856 1.464 2.763 0.599 0.590 0.205
C -1.217 -0.605 0.833 2.070 1.156 0.165 -0.477
```
Forces are in eV/Å.

A molecular structure, C14H17Br3CaCl4F2O10V at a distorted geometry. Source: the OMol25 dataset; level of theory: ωB97M-V with the def2-TZVPD basis set.

Charge: +1
HOMO energy (eV): -10.61

```
52
Properties=species:S:1:pos:R:3:forces:R:3:nbo_charge:R:1
H 2.093 4.522 0.433 -0.414 -0.024 -0.403 0.210
O -0.571 3.748 -1.221 -0.546 -0.600 0.115 -0.425
H 3.674 2.892 1.497 0.034 0.172 0.081 0.234
O 2.419 -3.575 0.507 0.196 1.443 -0.788 -0.702
H -0.976 -4.552 -1.856 0.150 0.206 -0.015 0.220
H 0.077 5.304 -3.071 -0.093 0.088 0.010 0.217
H -1.115 -5.959 0.548 0.226 0.108 0.278 0.302
Br -3.420 0.153 -0.244 -0.055 -0.132 0.000 0.099
O 0.924 -4.050 -1.101 0.209 0.887 0.030 -0.555
C -1.279 2.988 -0.256 -0.662 0.845 0.546 -0.127
V 2.358 -1.297 2.551 -0.862 -2.312 2.128 1.457
C -0.035 5.895 -2.159 -0.265 -0.762 -0.268 -0.618
H 2.322 2.186 2.373 0.061 0.001 -0.038 0.213
C -0.855 5.091 -1.120 1.635 2.026 -0.813 -0.064
O -1.993 -7.248 1.199 -0.218 -0.223 -0.099 -0.695
C -0.852 3.358 1.142 1.279 0.004 0.411 -0.020
F 1.590 2.559 -0.032 0.095 0.179 -0.594 -0.396
C -1.658 3.291 2.409 -0.043 -1.618 -0.182 0.777
O 1.304 -2.545 3.012 1.203 2.446 -1.357 -0.844
Br -4.284 1.548 -2.972 0.084 -0.134 0.074 0.130
H -1.929 -7.799 1.996 0.133 0.139 -0.009 0.446
C 0.117 4.398 2.882 -0.278 2.740 -0.423 0.749
C 2.711 3.113 1.951 -0.395 0.217 -0.233 -0.630
O -1.209 4.217 3.332 1.034 -1.197 -1.101 -0.469
Cl 2.290 -7.245 -3.613 -0.016 0.026 0.040 0.052
Cl 1.096 -8.537 -1.322 0.035 0.059 -0.002 0.071
H -5.020 -0.593 -1.977 0.036 -0.053 -0.003 0.237
Cl 3.828 -9.121 -2.047 -0.070 0.108 0.006 0.093
C 1.707 3.616 0.896 0.565 -1.171 1.855 0.178
C -0.222 -4.942 -1.178 -0.504 -0.338 -0.148 -0.112
O 0.738 5.338 3.272 0.512 -0.838 0.544 -0.488
H -1.387 -4.191 0.503 0.093 0.006 0.118 0.199
C -4.050 -0.120 -2.046 -0.043 0.216 0.033 -0.499
H -1.237 1.929 -0.490 0.289 0.068 -0.041 0.205
C 0.377 3.695 1.582 -1.474 0.314 -0.308 -0.139
C 2.592 -7.870 -1.985 -0.013 -0.223 -0.037 -0.230
H 2.781 3.847 2.756 0.250 0.026 -0.147 0.244
H 0.121 -5.910 -1.543 0.167 0.071 0.042 0.223
O 3.248 -0.092 1.687 -1.398 -0.845 -1.918 -1.144
Cl 3.147 -6.542 -0.946 0.073 0.025 0.052 0.026
C 1.376 -4.099 0.176 -0.610 -0.928 0.660 0.985
Br -2.901 -1.326 -3.028 0.072 -0.010 0.025 0.052
F -2.886 5.394 0.327 0.161 -0.346 -0.441 -0.500
Ca 1.840 -1.195 -0.717 0.988 -0.398 1.623 1.866
C -0.676 -4.982 0.259 -0.405 -0.175 -0.210 -0.128
O 0.554 -4.728 0.977 0.451 0.184 -0.342 -0.412
H -2.327 3.335 -0.329 -0.010 -0.316 0.073 0.268
H 0.969 6.104 -1.779 -0.112 0.090 0.086 0.219
O -2.269 2.302 2.685 -0.887 0.732 0.023 -0.513
H -0.620 5.532 -0.152 -0.465 -0.392 0.208 0.204
H -0.544 6.822 -2.418 0.123 0.030 0.160 0.237
H -1.940 5.343 -1.350 -0.314 -0.423 0.700 0.299
```
Forces are in eV/Å.

no.,electronic energy (Eh)
1,-618.26938
2,-618.20467
3,-618.31017
4,-693.51149
5,-832.41977
6,-12679.46345